C13H25FOP2Sn | ωB97M-V/def2-TZVPD

ORCA input file:
```
! RIJCOSX wB97M-V def2-TZVPD def2/J DEFGRID3
* xyz 2 1
Sn 0.537 -0.183 -0.528
H -3.523 -1.569 2.045
H -3.444 -0.966 1.612
P 0.053 -2.936 -1.332
P -0.068 2.249 -1.334
C 1.262 3.386 -0.835
H 1.010 4.399 -1.185
H 1.379 3.394 0.258
H 2.215 3.071 -1.288
C -0.528 2.665 -3.037
H -1.585 2.391 -3.174
H -0.396 3.743 -3.220
H 0.089 2.090 -3.742
C -1.522 2.742 -0.358
H -1.354 2.485 0.692
H -1.707 3.822 -0.439
H -2.390 2.175 -0.725
C -0.242 -3.654 -3.001
H -0.166 -4.754 -3.003
H -1.238 -3.364 -3.366
H 0.502 -3.251 -3.703
C 1.317 -4.100 -0.675
H 1.348 -4.045 0.421
H 1.113 -5.139 -0.980
H 2.306 -3.812 -1.059
C -1.453 -3.496 -0.443
H -2.301 -2.920 -0.840
H -1.661 -4.571 -0.569
H -1.364 -3.270 0.629
C 2.815 -0.895 0.607
O 3.374 -1.455 1.436
H 1.349 -0.378 -2.059
F 0.296 2.447 5.296
C 0.352 1.897 4.043
C 1.556 1.951 3.352
C 1.586 1.398 2.064
C 0.468 0.762 1.528
C -0.741 0.780 2.233
C -0.811 1.347 3.515
H 2.442 2.389 3.809
H 2.507 1.457 1.489
H -1.646 0.360 1.777
H -1.737 1.358 4.089
*
```

Molecular weight = 397.00 g/mol
Maximum force = 3.89 eV Å⁻¹
HOMO-LUMO gap = 6.79 eV
LUMO = -0.323 Ha
E_tot = -1581.758573 a.u.
E_HOMO = -15.577 eV

***

C13H25N2O2S | ωB97M-V/def2-TZVPD

ORCA input file:
```
! RIJCOSX wB97M-V def2-TZVPD def2/J DEFGRID3
* xyz 1 1
C -2.264 0.889 3.949
O -1.248 1.862 4.206
C -0.239 1.838 3.229
C -0.694 2.386 1.845
C 0.499 2.177 0.854
C 0.099 1.555 -0.514
C 0.586 0.058 -0.727
C 0.461 -0.088 -2.260
C 0.866 -1.451 -2.928
C -0.300 -1.865 -3.880
C 1.138 -2.643 -1.985
N 1.936 -0.198 -0.181
C 1.785 -1.213 0.935
O 0.441 -1.559 0.961
C -0.416 -0.702 0.192
N -1.521 -1.347 -0.537
C -2.557 -0.765 -0.398
S -3.766 0.197 -0.599
H -2.585 0.398 4.872
H -1.919 0.132 3.226
H -3.115 1.421 3.493
H 0.187 0.818 3.126
H 0.554 2.518 3.574
H -0.950 3.445 1.953
H -1.600 1.851 1.529
H 0.874 3.187 0.639
H 1.307 1.655 1.392
H 0.515 2.162 -1.330
H -0.990 1.576 -0.634
H -0.544 0.191 -2.596
H 1.126 0.682 -2.687
H 1.741 -1.305 -3.575
H -0.131 -2.883 -4.248
H -1.276 -1.737 -3.397
H -0.273 -1.218 -4.770
H 1.215 -3.535 -2.622
H 0.332 -2.861 -1.278
H 2.120 -2.590 -1.484
H 2.506 -0.582 -0.945
H 2.482 0.638 0.058
H 2.375 -2.097 0.656
H 2.152 -0.897 1.919
H -0.909 -0.102 0.965
*
```

Molecular weight = 273.42 g/mol
Maximum force = 4.42 eV Å⁻¹
HOMO-LUMO gap = 9.24 eV
LUMO = -0.118 Ha
E_tot = -1168.184852 a.u.
Structure (SMILES) = COCCCC[C@@]1(CC(C)C)[NH2+]CO[C@@H]1N=C=S
E_HOMO = -12.442 eV

***

C13H25N3O11P | ωB97M-V/def2-TZVPD

ORCA input file:
```
! RIJCOSX wB97M-V def2-TZVPD def2/J DEFGRID3
* xyz -1 1
O -0.201 2.331 4.799
C -0.787 1.318 4.562
O -0.267 0.200 4.063
C -1.380 -0.622 3.579
C -2.562 0.275 3.743
C -2.948 1.153 2.502
O -3.569 2.192 2.810
O -2.636 0.731 1.416
P -4.147 -0.533 4.186
O -4.081 -1.975 4.334
O -4.546 0.165 5.587
O -5.251 -0.071 3.140
O -2.117 1.163 4.791
H -1.192 -0.827 2.540
H -1.382 -1.493 4.215
H -5.049 0.967 5.423
H -5.370 0.886 3.225
C -0.726 -0.784 -0.602
C -0.456 -2.151 -0.015
O -1.109 -2.621 0.903
N 0.577 -2.860 -0.555
C 1.473 -2.451 -1.628
H -1.560 -0.313 -0.082
H 0.149 -0.143 -0.490
H -0.976 -0.875 -1.660
H 0.709 -3.764 -0.132
H 1.396 -3.157 -2.460
H 2.497 -2.454 -1.253
H 1.227 -1.453 -1.986
C 5.154 0.760 0.891
C 4.094 0.027 0.101
O 4.376 -0.780 -0.775
N 2.799 0.287 0.397
C 2.255 1.195 1.396
H 6.131 0.442 0.539
H 5.063 1.837 0.747
H 5.071 0.525 1.953
H 2.150 -0.236 -0.170
H 1.638 0.636 2.101
H 1.628 1.941 0.906
H 3.045 1.698 1.941
C 0.581 1.997 -4.702
C 0.518 0.513 -4.433
O 0.949 0.024 -3.403
N -0.043 -0.277 -5.386
C -0.608 0.117 -6.663
H 1.051 2.483 -3.853
H 1.173 2.200 -5.595
H -0.423 2.406 -4.827
H -0.054 -1.254 -5.141
H -1.658 -0.179 -6.705
H -0.073 -0.386 -7.470
H -0.538 1.189 -6.807
*
```

Molecular weight = 430.33 g/mol
Maximum force = 2.37 eV Å⁻¹
HOMO-LUMO gap = 7.70 eV
LUMO = 0.079 Ha
E_tot = -1843.872141 a.u.
E_HOMO = -5.560 eV

***

C13H25N3O3PReSbSe4 | ωB97M-V/def2-TZVPD

ORCA input file:
```
! RIJCOSX wB97M-V def2-TZVPD def2/J DEFGRID3
* xyz 3 1
Re 2.403 1.434 -0.057
Se 6.507 3.784 -0.573
Sb 4.543 4.653 -1.261
Se 2.246 3.346 0.993
Se 3.046 2.086 -2.087
Se 2.972 6.165 -1.894
O 4.305 0.945 0.495
C 3.978 -0.191 0.981
O 2.731 -0.422 0.900
H 4.703 -0.883 1.411
O 0.672 0.928 -0.373
P -0.456 -0.237 0.013
N -0.696 -0.068 1.591
C -0.176 1.000 2.480
C -0.761 0.664 3.854
C -2.055 -0.079 3.529
C -1.687 -0.932 2.325
N 0.209 -1.579 -0.569
C -0.449 -2.918 -0.377
C 0.172 -3.763 -1.480
C 1.585 -3.202 -1.611
C 1.385 -1.694 -1.468
N -1.867 0.001 -0.720
C -2.765 1.139 -0.370
C -2.622 2.117 -1.544
C -2.124 1.258 -2.733
C -2.045 -0.172 -2.191
H -0.519 1.984 2.144
H 0.918 0.999 2.523
H -0.930 1.565 4.438
H -0.078 0.021 4.410
H -2.850 0.625 3.277
H -2.400 -0.695 4.356
H -2.537 -1.164 1.685
H -1.208 -1.864 2.625
H -1.531 -2.830 -0.465
H -0.205 -3.306 0.612
H -0.376 -3.639 -2.415
H 0.161 -4.819 -1.221
H 2.052 -3.449 -2.562
H 2.221 -3.580 -0.809
H 1.184 -1.231 -2.439
H 2.272 -1.219 -1.040
H -2.504 1.554 0.601
H -3.779 0.746 -0.305
H -1.909 2.906 -1.304
H -3.573 2.598 -1.759
H -1.142 1.592 -3.072
H -2.794 1.311 -3.587
H -1.243 -0.776 -2.612
H -2.982 -0.707 -2.345
*
```

Molecular weight = 926.14 g/mol
Maximum force = 1.63 eV Å⁻¹
HOMO-LUMO gap (alpha / beta) = 5.05 / 5.05 eV
LUMO (alpha / beta) = -0.463 / -0.464 Ha
E_tot = -11164.979225 a.u.
E_HOMO (alpha / beta) = -17.664 / -17.664 eV

***

C13H25N3O8P | ωB97M-V/def2-TZVPD

ORCA input file:
```
! RIJCOSX wB97M-V def2-TZVPD def2/J DEFGRID3
* xyz -1 1
O -2.327 2.627 3.570
O 1.561 2.542 -1.666
O -1.129 -3.989 -1.196
O -1.947 -0.689 0.027
O 2.432 0.304 -4.834
O 2.942 3.215 -0.075
O 0.510 -4.551 0.296
O 0.598 1.752 -3.809
C -1.209 2.145 3.686
C 1.823 2.832 -0.474
C -0.073 -3.747 -0.631
C -1.906 -0.235 1.165
N -2.469 -0.991 2.117
N 2.223 -2.778 -0.777
N -0.652 1.342 2.784
C -0.382 2.437 4.914
C -2.682 -0.726 3.538
C 0.719 2.661 0.579
C 0.770 -2.487 -0.948
C 0.535 -1.892 -2.351
C -0.039 1.333 0.414
C -0.077 -0.474 -5.166
C 1.421 -0.642 -2.575
C -1.183 1.119 1.427
P 1.141 0.285 -4.108
H 1.378 -4.127 0.436
H 1.121 2.090 -3.017
H -2.858 -1.848 1.752
H 2.559 -3.356 -1.550
H 2.750 -1.899 -0.753
H 0.286 1.025 2.959
H -0.146 1.506 5.424
H -0.952 3.089 5.574
H 0.534 2.940 4.608
H -3.214 0.218 3.668
H -1.726 -0.688 4.060
H -3.283 -1.525 3.973
H 0.007 3.485 0.492
H 1.168 2.707 1.574
H 0.468 -1.735 -0.212
H 0.746 -2.647 -3.116
H -0.521 -1.612 -2.437
H -0.460 1.300 -0.592
H 0.676 0.515 0.522
H -0.175 0.132 -6.068
H -1.035 -0.516 -4.648
H 0.251 -1.478 -5.435
H 1.271 0.059 -1.758
H 2.477 -0.916 -2.590
H -1.928 1.890 1.226
*
```

Molecular weight = 382.33 g/mol
Maximum force = 2.22 eV Å⁻¹
HOMO-LUMO gap = 7.71 eV
LUMO = 0.086 Ha
E_tot = -1618.138260 a.u.
E_HOMO = -5.378 eV

***

C13H25N6Tl | ωB97M-V/def2-TZVPD

ORCA input file:
```
! RIJCOSX wB97M-V def2-TZVPD def2/J DEFGRID3
* xyz 2 1
Tl 0.722 -0.434 -0.727
C -0.198 2.436 1.785
C -0.698 1.083 2.130
N -0.715 0.041 1.326
C -1.260 -0.990 2.044
C -1.578 -0.558 3.294
N -1.217 0.758 3.330
H 0.225 2.424 0.782
H 0.561 2.753 2.499
H -1.009 3.164 1.815
H -1.366 -1.964 1.613
H -2.010 -1.067 4.132
H -1.316 1.374 4.122
N -3.690 -0.643 -4.023
C -3.675 0.640 -3.270
C -2.394 0.696 -2.421
N -2.236 -0.440 -1.540
C -2.374 -1.698 -2.243
C -3.656 -1.798 -3.085
H -2.856 -0.684 -4.627
H -4.521 -0.695 -4.625
H -4.569 0.681 -2.641
H -3.695 1.472 -3.974
H -2.395 1.613 -1.830
H -1.525 0.721 -3.089
H -2.840 -0.384 -0.729
H -2.352 -2.518 -1.525
H -1.509 -1.801 -2.908
H -4.552 -1.765 -2.460
H -3.654 -2.727 -3.656
C 5.629 1.936 1.942
C 4.609 0.935 1.566
C 4.712 -0.437 1.465
C 3.443 -0.894 1.101
N 2.605 0.138 0.970
N 3.330 1.237 1.259
C 3.032 -2.305 0.858
H 6.517 1.429 2.308
H 5.260 2.597 2.723
H 5.901 2.553 1.087
H 5.588 -1.030 1.615
H 2.904 2.151 1.231
H 3.790 -2.976 1.254
H 2.952 -2.504 -0.213
H 2.078 -2.524 1.335
*
```

Molecular weight = 469.77 g/mol
Maximum force = 0.97 eV Å⁻¹
HOMO-LUMO gap = 8.44 eV
LUMO = -0.203 Ha
E_tot = -1010.887705 a.u.
E_HOMO = -13.969 eV

***

C13H25O7 | ωB97M-V/def2-TZVPD

ORCA input file:
```
! RIJCOSX wB97M-V def2-TZVPD def2/J DEFGRID3
* xyz -1 1
O -0.985 -0.529 0.540
C -2.269 -1.002 0.397
O -2.792 -0.862 -0.741
O -2.967 -1.382 1.381
H -0.997 -0.215 -0.391
C -1.510 -4.462 3.167
C -0.211 -3.955 3.750
O 0.239 -4.382 4.799
C 0.274 -2.655 3.194
H -2.185 -3.658 2.873
H -1.973 -5.205 3.812
H -1.228 -4.967 2.235
H 0.523 -2.875 2.150
H 1.226 -2.344 3.624
H -0.449 -1.842 3.231
C -0.408 4.512 -1.242
C -0.949 3.196 -0.733
O -0.966 2.226 -1.456
C -1.499 3.078 0.678
H 0.453 4.296 -1.870
H -0.158 5.252 -0.482
H -1.249 4.962 -1.776
H -0.946 2.367 1.288
H -2.566 2.860 0.677
H -1.373 4.057 1.151
C 1.084 0.857 -4.981
C -0.241 0.248 -4.549
O -1.304 0.734 -4.861
C -0.262 -0.972 -3.691
H 1.747 0.048 -5.285
H 1.570 1.338 -4.127
H 0.888 1.682 -5.661
H -1.218 -1.491 -3.681
H -0.024 -0.759 -2.647
H 0.464 -1.714 -4.042
C 1.550 0.822 2.342
C 2.574 -0.045 1.704
O 3.204 -0.883 2.317
C 2.747 0.133 0.190
H 1.532 0.469 3.370
H 0.607 0.602 1.837
H 1.813 1.844 2.063
H 3.041 -0.788 -0.307
H 3.406 0.980 -0.006
H 1.786 0.423 -0.243
*
```

Molecular weight = 293.34 g/mol
Maximum force = 5.10 eV Å⁻¹
HOMO-LUMO gap = 6.77 eV
LUMO = 0.091 Ha
E_tot = -1037.073226 a.u.
E_HOMO = -4.292 eV

***

C13H26CeClINOP2S | ωB97M-V/def2-TZVPD

ORCA input file:
```
! RIJCOSX wB97M-V def2-TZVPD def2/J DEFGRID3
* xyz 2 2
C 0.877 1.285 -2.967
C -0.170 0.773 -2.097
H 0.542 1.612 -3.960
H 1.623 0.484 -3.084
H 1.342 2.137 -2.447
O -1.350 0.557 -2.142
I 0.340 -1.143 3.159
Ce -0.072 -0.163 0.402
P -0.302 2.539 1.026
C -2.026 2.779 1.598
C 0.755 2.749 2.531
H 0.897 3.813 2.780
H -0.033 4.873 0.326
H 1.735 2.286 2.313
H 1.159 3.770 -0.424
H -2.276 2.036 2.372
H 0.300 2.218 3.387
C 0.111 3.886 -0.122
H -2.174 3.787 2.002
H -0.525 3.789 -1.011
H -2.703 2.632 0.745
P 0.532 -2.544 -0.911
C -0.975 -3.586 -0.847
C 1.192 -2.618 -2.600
H 2.550 -2.619 0.427
H 2.233 -4.232 -0.314
H 1.291 -3.684 1.129
C 1.772 -3.366 0.187
H 2.122 -2.038 -2.628
H 1.390 -3.645 -2.918
H -0.769 -4.605 -1.196
H -1.746 -3.132 -1.486
H 0.465 -2.154 -3.277
H -1.366 -3.626 0.183
Cl 2.438 0.385 0.056
S -2.942 -0.717 0.119
C -3.491 -0.862 1.739
N -3.001 -1.914 2.475
C -3.296 -2.086 3.800
C -4.144 -1.196 4.410
C -4.647 -0.108 3.720
C -4.334 0.065 2.376
H -2.305 -2.521 2.032
H -2.816 -2.911 4.297
H -4.388 -1.356 5.469
H -5.265 0.631 4.226
H -4.626 0.951 1.829
*
```

Molecular weight = 608.85 g/mol
Maximum force = 2.68 eV Å⁻¹
HOMO-LUMO gap (alpha / beta) = 6.57 / 6.56 eV
<S²> = 0.76
LUMO (alpha / beta) = -0.302 / -0.303 Ha
E_tot = -2954.366391 a.u.
E_HOMO (alpha / beta) = -14.800 / -14.816 eV

***

C13H26Cl4N2O5 | ωB97M-V/def2-TZVPD

ORCA input file:
```
! RIJCOSX wB97M-V def2-TZVPD def2/J DEFGRID3
* xyz 0 1
C -1.384 -4.663 -1.215
C -1.592 -5.848 -2.190
O -1.781 -6.955 -1.325
C -1.760 -6.547 -0.029
O -2.040 -7.234 0.890
O -1.238 -5.306 0.023
H -2.288 -4.051 -1.243
H -0.570 -3.993 -1.471
H -0.785 -6.040 -2.899
H -2.488 -5.704 -2.797
C -2.956 4.517 1.513
C -1.694 3.731 1.175
O -1.379 2.706 1.774
N -0.963 4.236 0.170
C 0.229 3.621 -0.352
H -2.947 5.185 2.376
H -3.684 3.812 1.935
H -3.385 4.936 0.604
H -1.290 5.087 -0.254
H 0.079 2.985 -1.231
H 0.813 3.106 0.395
H 0.827 4.379 -0.876
C 3.425 1.423 -1.916
C 2.432 0.443 -1.352
O 1.450 0.839 -0.727
N 2.774 -0.853 -1.405
C 2.073 -1.913 -0.723
H 3.042 2.419 -1.680
H 3.429 1.425 -3.007
H 4.410 1.386 -1.455
H 3.677 -1.082 -1.781
H 2.571 -2.857 -0.952
H 1.029 -2.080 -0.980
H 2.180 -1.779 0.359
Cl -2.248 -1.353 1.114
C -1.823 0.181 0.255
C -2.182 -0.040 -1.219
Cl -1.306 -1.456 -1.903
H -0.759 0.289 0.421
H -2.465 0.947 0.666
H -1.948 0.832 -1.827
H -3.234 -0.277 -1.342
Cl 3.555 1.278 4.469
C 2.333 1.996 3.373
C 1.530 1.042 2.561
Cl 0.775 -0.219 3.576
H 2.928 2.633 2.713
H 1.731 2.685 3.963
H 2.135 0.541 1.807
H 0.763 1.592 2.017
*
```

Molecular weight = 432.17 g/mol
Maximum force = 1.80 eV Å⁻¹
HOMO-LUMO gap = 10.23 eV
LUMO = 0.010 Ha
E_tot = -2837.448471 a.u.
Structure (SMILES) = O=C1OCCO1.CNC(C)=O.CNC(C)=O.ClCCCl.ClCCCl
E_HOMO = -9.958 eV

***

C13H26ClINOP2SSc | ωB97M-V/def2-TZVPD

ORCA input file:
```
! RIJCOSX wB97M-V def2-TZVPD def2/J DEFGRID3
* xyz 2 1
C -0.511 0.739 -4.198
C -1.136 1.010 -2.759
H 0.547 0.506 -4.415
H -0.613 1.600 -4.833
H -1.010 -0.102 -4.762
O -0.509 0.388 -1.870
I -2.558 1.573 -1.012
Sc 1.399 -1.811 0.592
P -1.049 -2.061 -0.740
C -0.332 -3.441 0.142
C -2.858 -2.256 -0.398
H -3.177 -3.265 -0.696
H -1.602 -3.637 -2.446
H -3.407 -1.491 -0.963
H -1.800 -2.019 -3.081
H -0.506 -3.438 1.215
H -3.079 -2.108 0.669
C -1.168 -2.644 -2.457
H -0.737 -4.328 -0.311
H -0.188 -2.706 -2.910
H 0.789 -3.524 -0.063
P 0.473 2.818 -0.488
C 1.932 3.347 0.487
C 0.867 3.517 -2.118
H -1.631 3.965 -0.603
H -0.298 5.121 -0.166
H -0.985 3.981 1.075
C -0.730 4.131 0.013
H 0.016 3.457 -2.788
H 1.119 4.553 -1.921
H 2.161 4.371 0.186
H 2.756 2.671 0.214
H 1.732 3.009 -2.529
H 1.716 3.283 1.565
Cl -3.024 1.584 -3.622
S 3.286 -0.491 1.799
C 2.065 -1.068 2.732
N 1.144 -0.173 3.343
C 0.714 -0.433 4.606
C 0.955 -1.740 5.092
C 1.339 -2.765 4.242
C 1.621 -2.443 2.879
H 1.134 0.796 3.074
H 0.421 0.409 5.232
H 0.837 -1.951 6.148
H 1.650 -3.792 4.578
H 2.233 -3.140 2.269
*
```

Molecular weight = 513.69 g/mol
Maximum force = 6.35 eV Å⁻¹
HOMO-LUMO gap (alpha / beta) = 5.21 / 5.28 eV
LUMO (alpha / beta) = -0.286 / -0.285 Ha
E_tot = -3239.599954 a.u.
E_HOMO (alpha / beta) = -12.989 / -13.023 eV